Record 1
21
Properties=species:S:1:pos:R:3:forces:R:3 method="wB97M-V/def2-TZVPD" molar_mass_g_mol=104.17 charge=+1 max_force_ev_per_a=1.16 e_homo_ev=-12.53 de_lowest_kcal_mol=16.49 orbital_gap_ev=9.0
O -0.763727 0.886646 0.861680 -0.3 0.2 0.0
N 1.799292 -0.671013 -2.040059 -0.3 0.6 -0.5
C 1.738762 -2.780453 -0.743780 0.0 0.0 0.0
C -1.709737 1.535236 1.277870 0.1 -0.1 0.0
C -2.627037 2.296626 0.348950 0.0 0.0 -0.5
C -2.031467 1.623336 2.751909 0.3 -0.2 0.4
C 2.621802 -1.654433 -1.272639 0.8 -0.6 0.6
H 1.334332 -1.137193 -2.845099 0.3 0.4 0.6
H -3.045646 1.235676 2.946239 0.3 0.3 -0.1
H -1.309887 1.031096 3.339439 -0.3 0.3 -0.3
H 2.367062 -3.492062 -0.182120 -0.3 0.3 -0.3
H 2.388872 0.103146 -2.407019 -0.5 -0.5 0.2
H 3.409382 -2.038363 -1.949219 -0.5 0.3 0.3
H 0.959882 -2.389293 -0.067800 0.3 -0.2 -0.2
H -2.615327 3.371615 0.595650 -0.1 -0.4 0.0
H -3.661176 1.925026 0.444320 0.4 0.2 0.1
H -1.984687 2.671896 3.090949 -0.1 -0.4 -0.2
H 1.063202 -0.260353 -1.430859 0.3 -0.2 -0.3
H -2.303756 2.172456 -0.698280 -0.1 0.0 0.5
H 1.247972 -3.321012 -1.570539 0.2 0.1 0.3
H 3.121882 -1.108573 -0.449590 -0.4 -0.2 -0.5


Record 2
10
Properties=species:S:1:pos:R:3:forces:R:3 method="wB97M-V/def2-TZVPD" molar_mass_g_mol=206.98 charge=+2 max_force_ev_per_a=4.78 e_homo_ev="-13.97 / -14.02" de_lowest_kcal_mol=30.11 spin_multiplicity=2 orbital_gap_ev="3.9 / 4.1"
La 3.840805 2.181040 3.388656 -0.9 -0.7 -0.6
O 1.709485 0.546894 1.902952 1.1 1.0 1.5
C 0.805432 0.377722 1.157582 0.0 0.2 -1.1
C -0.135521 0.287667 0.278277 -1.5 -3.5 2.9
C -1.418046 -0.853724 -1.242379 1.7 -0.2 -3.0
C -0.199045 -0.194796 -1.076460 -2.8 1.6 -1.5
H -1.978141 -0.595153 -2.145884 0.3 -0.8 -0.2
H 0.145873 0.504449 -1.843030 0.1 -0.3 0.0
H -1.299648 -0.352418 0.517259 3.0 2.1 0.8
H -1.471194 -1.901683 -0.936977 -0.9 0.5 1.3


Record 3
89
Properties=species:S:1:pos:R:3:forces:R:3 method="wB97M-V/def2-TZVPD" molar_mass_g_mol=809.78 charge=+2 max_force_ev_per_a=0.23 e_homo_ev=-13.11 de_lowest_kcal_mol=2.15 orbital_gap_ev=8.2
Bi 0.945930 0.386069 0.370441 0.2 0.0 0.0
S -2.198348 1.378512 -1.348004 0.0 0.0 0.0
O 0.859428 1.366508 -1.753601 0.0 0.0 0.0
O -1.490580 0.141409 -0.774891 0.0 0.0 0.0
O 2.421613 -0.278193 2.561631 0.0 0.0 0.0
O 0.195295 -1.735832 2.152375 0.0 0.1 0.0
O 2.846287 1.365495 0.155032 -0.1 -0.1 0.1
O -1.298237 0.744318 2.485955 0.1 0.1 0.0
O 1.184398 2.110798 2.791319 -0.1 0.0 0.2
N -1.217626 -2.239148 -2.148347 0.0 0.1 -0.1
C -4.835527 1.334235 -1.922517 0.0 0.0 0.0
C 3.616673 1.643928 -0.876853 0.1 0.1 -0.2
C -8.051859 0.715988 -0.000575 0.0 0.0 0.0
C 4.091806 2.143509 -3.221078 0.0 0.0 0.0
C 3.094781 0.700681 3.361635 0.0 0.0 0.1
C -0.380873 -1.567001 -3.183396 0.0 -0.1 0.0
C 1.279466 2.155793 -3.911495 0.0 0.0 0.0
C -4.286867 0.878363 0.389139 0.0 0.0 0.0
C 3.787736 -2.752149 -1.162693 0.0 0.0 0.0
C 1.392047 -2.446502 2.484263 -0.1 0.0 0.0
C -3.896449 1.186184 -0.913330 -0.1 0.0 0.0
C 1.644410 -3.779530 -1.434360 0.0 0.0 0.0
C 3.153012 1.825974 -2.206974 -0.1 0.0 0.0
C 0.391614 1.801814 3.930296 0.0 0.0 -0.1
C 3.167389 -1.596505 -0.700182 0.0 0.0 0.0
C -0.648537 -1.501204 3.281681 0.0 0.0 0.0
C 1.019030 -2.621269 -0.982798 0.0 0.1 0.0
C -0.475267 -2.624038 -0.866619 -0.1 0.0 0.0
C 5.425602 2.270511 -2.953590 0.0 0.0 0.0
C 2.391735 -1.553704 3.196204 0.0 0.0 0.0
C 2.580846 2.102478 3.047424 0.0 0.0 -0.1
C 3.027025 -3.848654 -1.532048 0.0 0.0 0.0
C -1.057560 1.728316 3.495660 0.1 -0.1 -0.1
C -1.949210 -3.392996 -2.738130 0.0 0.0 0.0
C -6.598665 0.878666 -0.334128 0.0 0.0 0.0
C -6.183805 1.183222 -1.624573 0.0 0.0 0.0
C -1.752558 2.724118 -0.256862 0.0 0.0 0.0
C -5.629140 0.725498 0.665749 0.0 0.0 0.0
C 1.756438 1.753357 -2.546615 0.1 0.0 0.1
C 5.870356 2.102406 -1.633859 0.0 0.0 0.0
C -1.750060 -0.529779 2.909487 0.0 0.0 0.0
C 1.780433 -1.501638 -0.609855 0.0 -0.1 0.0
C 4.992280 1.801880 -0.623342 -0.1 0.0 0.0
H -1.046764 -1.239432 -3.978919 0.0 0.0 0.0
H -8.683682 0.904364 -0.865561 0.0 0.0 0.0
H -8.254010 -0.294399 0.357266 0.0 0.0 0.0
H -2.316797 -0.939986 2.069260 0.0 0.0 0.0
H -8.342525 1.405435 0.792748 0.0 0.0 0.0
H 2.920616 0.454440 4.413210 0.0 0.0 0.0
H 0.342988 -2.280668 -3.567160 0.0 0.0 0.0
H 3.790682 -0.769193 -0.385419 0.0 0.0 0.0
H 3.380955 -2.021989 3.169835 0.0 0.0 0.0
H -0.062173 -1.125380 4.123151 0.0 0.0 0.0
H 0.117204 -0.712643 -2.737223 0.0 0.0 0.0
H -2.500613 -3.054914 -3.611676 0.0 0.0 0.0
H -1.108398 -2.446253 3.591047 0.0 0.0 0.0
H 3.041512 2.493095 2.145688 0.0 0.0 0.0
H -0.847385 -3.610557 -0.596516 0.1 0.0 0.0
H 2.827559 2.760888 3.886742 0.0 0.0 0.0
H -5.945115 0.491614 1.675110 0.0 0.0 0.0
H -4.521301 1.577746 -2.930224 0.0 0.0 0.0
H 3.745228 2.281821 -4.235172 0.0 0.0 0.0
H 2.121477 -1.421796 4.249337 0.0 0.0 0.0
H -2.431395 -0.429633 3.761214 0.0 0.0 0.0
H -1.878217 -1.520235 -1.831272 0.0 0.0 0.0
H -2.635322 -3.798011 -1.998721 0.0 0.0 0.0
H 0.494751 2.585389 4.691143 0.0 0.0 0.0
H 3.503122 -4.756713 -1.875727 0.0 0.0 0.0
H 1.798308 -2.813182 1.546087 0.0 0.0 0.0
H 4.174092 0.657525 3.190123 0.0 0.0 0.0
H -1.703839 1.552866 4.360582 0.0 0.0 0.0
H 1.047581 -4.650068 -1.685835 0.0 0.0 0.0
H -1.334619 2.688042 3.054112 0.0 0.0 0.0
H -2.412947 3.560933 -0.481025 0.0 0.0 0.0
H 6.126442 2.504707 -3.741316 0.0 0.0 0.0
H 5.332608 1.673977 0.395797 0.0 0.0 0.0
H 1.154811 -3.308026 3.115421 0.0 0.0 0.0
H 4.867127 -2.795297 -1.224366 0.0 0.0 0.0
H -3.545238 0.763257 1.170325 0.0 0.0 0.0
H -6.920931 1.308677 -2.406865 0.0 0.0 0.0
H -1.223097 -4.149294 -3.028498 0.0 0.0 0.0
H 1.663586 1.460333 -4.660494 0.0 0.0 0.0
H -0.815217 -1.921893 -0.110206 0.0 0.0 0.0
H 0.192807 2.136180 -3.927087 0.0 0.0 0.0
H 1.632502 3.150145 -4.181255 0.0 0.0 0.0
H -1.875721 2.395335 0.773600 0.0 0.0 0.0
H 0.712248 0.858023 4.383044 0.0 0.0 0.0
H -0.720646 3.000603 -0.464220 0.0 0.0 0.0
H 6.923286 2.212279 -1.407659 0.0 0.0 0.0


Record 4
52
Properties=species:S:1:pos:R:3:forces:R:3 method="wB97M-V/def2-TZVPD" molar_mass_g_mol=702.34 charge=0 max_force_ev_per_a=0.70 e_homo_ev="-6.62 / -8.00" de_lowest_kcal_mol=0.00 spin_multiplicity=3 orbital_gap_ev="6.9 / 7.9"
Pt 0.432599 -0.443429 -0.246400 -0.3 0.3 0.6
Br 3.230104 -0.910479 -2.644169 -0.1 0.0 0.0
P -1.864435 -0.367495 0.382103 0.3 0.1 -0.1
P 0.386039 1.873745 -0.369120 -0.1 -0.3 -0.1
O 2.320044 -0.576694 3.574887 -0.1 -0.1 0.1
O 0.839145 -0.200936 1.936413 0.2 -0.3 0.2
O 0.503299 -2.832575 -0.220767 0.1 0.1 0.0
N -0.127176 -0.590037 -2.626610 -0.1 0.1 -0.4
N -2.448470 -4.428096 -3.580595 0.1 -0.1 0.1
N -0.477505 -4.808045 -0.645896 0.0 -0.1 0.0
N 2.763654 -0.735285 0.072295 0.2 0.0 -0.2
C -0.465717 -1.699738 -2.534140 0.0 -0.4 0.2
C -3.216975 -1.120992 -0.559856 -0.1 0.0 -0.1
C -3.565020 1.838820 0.743743 0.0 0.0 0.0
C 5.065328 -1.001535 -0.499480 0.1 0.0 0.0
C 1.438701 2.790564 0.783552 0.0 0.0 0.1
C -0.777223 -3.028050 -2.211811 0.0 0.0 0.0
C -2.159481 -0.905393 2.086630 -0.1 0.0 0.0
C -2.278107 1.418618 0.399797 -0.1 0.0 0.0
C 0.673533 2.636565 -1.985095 0.0 0.1 0.0
C -2.927863 4.135925 0.461005 0.0 0.0 0.0
C -1.650014 3.730443 0.119124 0.0 0.0 0.0
C 5.404870 -0.980112 0.843035 0.1 0.0 0.0
C -1.312210 2.376767 0.084075 0.0 0.1 0.0
C -1.689341 -3.800644 -2.976168 0.1 0.3 0.0
C -3.891447 3.183906 0.774823 0.0 0.0 0.0
C -0.200100 -3.526278 -0.988509 -0.1 0.0 -0.2
C 3.099590 -0.710542 1.370746 -0.1 -0.2 -0.2
C 3.727461 -0.878860 -0.825751 -0.1 0.0 0.1
C 1.995831 -0.513471 2.401332 -0.1 0.4 0.0
C 4.409924 -0.835271 1.793153 0.0 0.0 0.0
H -0.905758 4.481303 -0.124283 0.0 0.0 0.0
H -1.360788 -0.514750 2.715101 0.0 0.0 0.0
H 5.804705 -1.111897 -1.279099 0.0 0.0 0.0
H -4.325195 1.106794 0.994423 0.0 0.0 0.0
H -3.173444 5.189975 0.483031 0.0 0.0 0.0
H -4.894559 3.490794 1.044001 0.0 0.0 0.0
H 0.113821 2.074784 -2.732161 0.0 0.0 0.0
H 6.441921 -1.076049 1.139479 0.0 0.0 0.0
H -3.217402 -0.744222 -1.582546 0.0 0.0 0.0
H -0.915023 -5.434698 -1.298855 0.0 0.0 0.0
H -4.180470 -0.916124 -0.090632 0.0 0.0 0.0
H 1.735440 2.557770 -2.223804 0.0 0.0 0.0
H -2.116803 -1.995662 2.114425 0.0 0.0 0.0
H 0.373455 3.685701 -1.994642 0.0 0.0 0.0
H -3.135780 -0.568347 2.439340 0.0 0.0 0.0
H 2.477211 2.494361 0.625427 0.0 0.0 0.0
H 4.602902 -0.817345 2.855391 0.0 0.0 0.0
H -0.007093 -5.182912 0.158271 0.0 0.0 0.0
H 1.156281 2.520765 1.800713 0.0 0.0 0.0
H 1.344610 3.867475 0.636991 0.0 0.0 0.0
H -3.057055 -2.199101 -0.592921 0.0 0.0 0.0


Record 5
27
Properties=species:S:1:pos:R:3:forces:R:3 method="wB97M-V/def2-TZVPD" molar_mass_g_mol=213.94 charge=+1 max_force_ev_per_a=1.88 e_homo_ev=-13.12 orbital_gap_ev=7.6
P 1.871342 1.941696 -0.535803 0.8 -0.4 0.4
O 1.775128 3.432832 -1.055167 -0.3 0.1 -0.1
O -0.656370 3.438308 0.828054 -0.2 0.0 0.0
O 2.416972 2.813629 2.763506 -0.5 -0.8 1.5
O 2.857281 1.938302 0.642370 -0.2 -0.4 -0.4
O -1.593790 -1.320709 -0.282908 0.3 0.0 0.1
O -2.149098 1.831905 -0.115395 0.3 -0.4 0.4
N 2.788178 3.194218 1.818245 0.6 1.6 -0.9
C -0.514439 -2.993962 1.107778 0.0 0.1 0.0
C -0.564742 -2.321805 -0.254459 -0.2 -0.3 0.0
C 0.319593 1.239882 -0.144956 -0.4 0.3 -0.5
C -0.775002 -3.328828 -1.372079 0.0 0.1 -0.1
B -0.899734 2.243616 0.194901 0.1 0.0 0.0
H 0.286266 -3.731425 1.156894 0.0 0.0 0.0
H 0.042607 0.564341 -0.955447 -0.2 -0.1 0.0
H 0.370839 -1.781620 -0.426643 0.0 0.1 0.0
H -1.727598 -3.845926 -1.235755 0.0 0.0 0.0
H -1.459956 -3.502151 1.310245 0.0 -0.1 0.0
H 0.019165 -4.074860 -1.387675 0.0 0.0 0.0
H -0.803650 -2.830867 -2.340888 0.0 0.0 0.0
H 1.081521 3.604739 -1.706933 0.1 0.1 -0.2
H 0.474310 0.613202 0.735445 0.0 -0.1 0.1
H -0.157382 4.123140 0.380892 0.2 0.0 0.2
H -2.427394 -1.779535 -0.130924 -0.1 0.1 -0.1
H -2.724593 1.599945 0.618545 -0.4 0.2 -0.1
H 2.508524 1.191788 -1.511255 0.0 -0.1 -0.3
H -0.357979 -2.259857 1.899413 0.0 0.0 0.0


Record 6
17
Properties=species:S:1:pos:R:3:forces:R:3 method="wB97M-V/def2-TZVPD" molar_mass_g_mol=94.16 charge=0 max_force_ev_per_a=5.07 e_homo_ev=-9.09 de_lowest_kcal_mol=120.03 orbital_gap_ev=10.2
C -1.224566 0.002188 -0.143201 0.5 -0.8 1.1
C 0.995341 0.598245 0.359614 1.2 3.3 3.7
C 2.391810 -0.068737 0.123150 -2.1 0.2 1.7
C -2.547493 -0.015080 0.144445 -0.7 -1.2 0.6
C 1.057284 -0.554589 -0.396501 0.2 -4.3 0.6
C -0.151095 1.268678 -0.229821 -4.5 2.0 -0.5
C -0.249813 -1.276933 -0.053123 -0.1 -1.8 -0.8
H -3.198970 0.854586 0.111994 0.6 0.4 0.0
H -0.394858 -2.060146 -0.923433 -0.5 1.2 2.1
H 2.863390 -0.376367 1.060245 -0.5 -0.2 -0.2
H 3.069554 0.418587 -0.474035 1.3 0.6 -2.0
H -0.077396 1.553067 -1.245854 0.6 -0.1 -1.4
H -0.711935 2.210186 0.120959 1.2 -1.4 0.6
H -0.230962 -1.751354 0.975946 -0.3 0.4 -1.3
H 0.907817 -0.392542 -1.410833 0.5 0.8 -1.9
H -3.260197 -0.899632 0.536522 2.4 1.4 -1.3
H 0.762094 0.489838 1.443926 0.1 -0.6 -0.7